[1]
{"formula": "C54H44F7N6OP2RuSe2", "method": "the ωB97M-V functional and the def2-TZVPD basis", "multiplicity": 6, "e_tot_ev": -238570.7027, "charge": 0, "symbols": ["C", "C", "H", "C", "C", "H", "F", "C", "O", "C", "H", "H", "F", "C", "N", "C", "C", "H", "H", "H", "C", "H", "P", "C", "H", "C", "H", "C", "C", "H", "C", "H", "H", "H", "C", "C", "H", "H", "H", "C", "C", "Se", "C", "Se", "H", "C", "C", "C", "C", "C", "H", "H", "H", "F", "C", "H", "C", "P", "C", "C", "H", "F", "C", "H", "C", "C", "H", "C", "H", "C", "C", "C", "H", "H", "C", "Ru", "C", "F", "C", "H", "H", "N", "F", "C", "H", "F", "C", "H", "H", "H", "H", "N", "C", "C", "C", "H", "C", "C", "N", "H", "C", "C", "C", "C", "H", "H", "N", "H", "C", "C", "H", "H", "H", "N", "C", "C", "H"], "positions_angstrom": [[10.9186, 15.0063, 8.7271], [14.6574, 10.3806, 21.3721], [7.3310, 18.7801, 16.9824], [14.7972, 9.4044, 15.8594], [11.9451, 18.3938, 18.3467], [9.3586, 15.7599, 11.7399], [9.0544, 13.6067, 5.9388], [11.1813, 16.5927, 20.7517], [8.6346, 15.7740, 16.1183], [12.4696, 18.3427, 16.0447], [16.3924, 9.7252, 14.5034], [11.6268, 17.4691, 21.1121], [6.0305, 15.5241, 14.9280], [9.9204, 15.0647, 9.7657], [10.2102, 15.2545, 19.0094], [16.1877, 12.7734, 11.7719], [8.3324, 10.9330, 19.2550], [12.3484, 15.4280, 14.8111], [7.3170, 11.6152, 15.5135], [8.0578, 10.0977, 19.8706], [15.6630, 13.8306, 12.4935], [17.0030, 12.9191, 11.0661], [12.4492, 12.3141, 14.3791], [13.8486, 7.2164, 15.7688], [11.4324, 10.5279, 16.3447], [10.5692, 14.6603, 7.4392], [11.1454, 15.6009, 22.6740], [10.0219, 14.4941, 21.2780], [11.5964, 10.0839, 12.9111], [16.1080, 7.5487, 13.3181], [12.7458, 12.6081, 16.1216], [12.6315, 10.5781, 18.7243], [9.4342, 13.9234, 22.0066], [12.5778, 10.0347, 21.0701], [15.6866, 11.4961, 12.1040], [11.3678, 17.1210, 18.2263], [13.0350, 18.7311, 15.1899], [10.7969, 16.2469, 14.2496], [12.0319, 10.6165, 12.0244], [8.0751, 17.5886, 14.7714], [15.9836, 10.4586, 19.3138], [11.0039, 13.4307, 13.2604], [13.8513, 8.4783, 16.3908], [16.9806, 11.8228, 16.4736], [13.2671, 6.4088, 16.1805], [13.5176, 10.2385, 20.5488], [11.8212, 17.1378, 15.9232], [10.8106, 15.5593, 21.6602], [14.5772, 6.8524, 14.6512], [10.5001, 8.8572, 15.2284], [13.3323, 8.6832, 17.2851], [7.5831, 10.3246, 17.4073], [9.9622, 7.2245, 13.9430], [5.3527, 17.0705, 16.2963], [15.8982, 10.4497, 20.7055], [14.2895, 10.2754, 13.2542], [15.5186, 7.7380, 14.1720], [15.0615, 10.9324, 16.7960], [8.6585, 14.5374, 9.4193], [10.9045, 8.8737, 12.7996], [9.0248, 12.0746, 15.1507], [9.2630, 18.2095, 14.9090], [8.1268, 12.3177, 15.7088], [12.4695, 16.9267, 13.9263], [10.4274, 8.2225, 13.9647], [7.7248, 16.8411, 16.0967], [14.7198, 10.3656, 22.4778], [8.3282, 14.0187, 8.1693], [16.8247, 10.4778, 21.2912], [8.4690, 12.2606, 17.1694], [7.7640, 17.8062, 17.2580], [11.8430, 16.4070, 14.6581], [11.2114, 15.7570, 11.2770], [7.3439, 13.5859, 7.9411], [9.1779, 13.1001, 19.2696], [10.1936, 14.7672, 16.9694], [6.3459, 16.1929, 16.0639], [8.2225, 16.7761, 13.6507], [14.8397, 10.4777, 18.5516], [11.9711, 18.8212, 19.3541], [7.2412, 17.4426, 18.1759], [13.8744, 13.0819, 18.0765], [7.2056, 18.5666, 14.3953], [9.2933, 14.1338, 7.1678], [7.9835, 14.5944, 10.2126], [6.3515, 15.3077, 17.1121], [14.6013, 11.2902, 12.9406], [16.1687, 14.8019, 12.4076], [16.0818, 10.6040, 11.6233], [11.9399, 15.3704, 8.9620], [10.0447, 8.3880, 16.1108], [11.2370, 16.4903, 17.0137], [12.4836, 19.0189, 17.2498], [10.9237, 16.3486, 19.3939], [14.0228, 12.4255, 13.5292], [14.0923, 14.4994, 13.7993], [14.5296, 13.6956, 13.3253], [11.2323, 10.0572, 15.3728], [12.1225, 13.6362, 16.8756], [7.8606, 13.3857, 15.4674], [15.6748, 8.9968, 14.8512], [9.7899, 14.2810, 19.9013], [8.1002, 11.1218, 17.9165], [13.5919, 10.4105, 19.2084], [12.9703, 19.9699, 17.3776], [11.2160, 14.9264, 6.6047], [12.8237, 13.9051, 18.0395], [14.3762, 5.8957, 14.1141], [11.7703, 10.6648, 14.2284], [13.8246, 12.1890, 16.9385], [8.8455, 17.9319, 17.5086], [8.8440, 12.0440, 21.0675], [10.8554, 8.4033, 11.8056], [9.0904, 13.2104, 17.8938], [10.1545, 15.4703, 11.0325], [8.8750, 12.0044, 19.9686], [16.9502, 10.5258, 18.8118]], "lowdin_charge": [-0.0236, -0.0599, 0.1051, -0.3346, -0.0059, 0.0592, 0.0410, 0.0090, -0.2824, -0.0255, 0.0560, 0.0847, 0.1534, -0.3440, -0.0291, -0.0599, -0.0488, 0.0189, 0.0895, 0.1062, -0.0636, 0.1077, 0.5817, -0.0834, 0.0921, -0.0242, 0.0941, -0.0178, -0.0959, 0.0893, -0.3840, 0.1054, 0.1148, 0.1043, -0.0731, -0.1958, 0.1271, 0.0605, 0.1157, -0.4788, -0.1294, 0.4610, -0.0543, 0.2938, 0.0998, -0.0984, -0.2962, -0.0655, -0.0882, -0.0798, 0.0784, 0.1039, 0.1042, 0.1509, -0.0743, 0.0959, -0.0536, 0.5561, -0.0325, -0.0743, 0.0255, 0.1394, -0.0202, 0.0918, -0.0752, -0.4256, 0.1085, 0.0004, 0.1046, -0.2908, 0.0227, -0.0989, 0.0645, 0.1228, -0.2282, 1.4950, -0.5320, 0.0979, -0.3565, 0.1191, 0.1161, 0.0295, 0.1380, -0.2703, 0.0929, 0.1176, -0.1020, 0.1111, 0.1056, 0.1204, 0.1052, -0.0098, -0.0373, -0.2284, -0.3644, 0.0629, -0.0775, -0.1139, -0.1482, 0.0794, -0.1056, -0.1973, -0.0508, -0.1263, 0.1136, 0.1165, -0.0214, 0.1229, -0.3921, -0.4226, 0.0921, 0.1225, 0.1082, 0.0021, -0.0386, -0.0390, 0.0414]}

***

[2]
{"formula": "C54H47BrCl4CoN5O7P2S", "method": "the ωB97M-V functional and the def2-TZVPD basis", "multiplicity": 2, "e_tot_ev": -265725.6749, "charge": -1, "symbols": ["C", "C", "C", "C", "Cl", "C", "H", "H", "H", "H", "H", "H", "H", "H", "O", "H", "C", "C", "C", "Cl", "H", "H", "H", "H", "C", "H", "C", "C", "C", "H", "H", "Cl", "H", "O", "C", "H", "C", "C", "C", "H", "C", "Br", "H", "C", "C", "H", "N", "C", "C", "C", "H", "H", "C", "C", "C", "C", "O", "C", "P", "H", "C", "H", "H", "C", "C", "H", "C", "N", "C", "H", "N", "C", "Cl", "H", "H", "C", "H", "C", "C", "H", "N", "P", "S", "H", "C", "C", "H", "H", "C", "C", "C", "N", "O", "H", "H", "C", "C", "H", "C", "C", "O", "C", "C", "H", "H", "C", "C", "H", "H", "H", "C", "O", "H", "C", "C", "O", "Co", "H", "H", "H", "C", "C"], "positions_angstrom": [[-0.7492, 4.8323, 2.3038], [-1.2641, -4.5295, -1.8435], [1.5154, 1.3561, 4.4522], [-5.1542, 2.1214, -2.5744], [4.6680, 3.6051, 2.1454], [-4.9289, -3.5153, -1.5439], [-0.8785, -3.9342, 2.6618], [-3.5850, -2.0543, 0.5536], [6.4032, 1.5145, 0.2111], [-4.6967, -0.0489, 4.9324], [7.9281, 0.1722, 2.3246], [-4.8083, -2.6256, -2.1634], [0.3616, -0.7199, -2.7215], [4.9984, -0.7347, -0.6038], [1.9701, -7.1997, -1.8959], [-3.0994, 4.8104, -2.9294], [-3.6830, -5.6765, -1.1414], [0.0949, 4.2256, 1.3806], [2.9605, 1.5695, 2.5040], [0.1823, 0.5320, 5.2203], [2.0715, -2.5747, -0.9636], [-1.7204, 4.4087, 2.5267], [0.0906, 2.2862, -4.2927], [5.5385, -1.1306, 3.2615], [3.5169, 2.6975, 3.1006], [-5.7702, -4.0891, -1.9372], [0.1291, -2.3477, 1.6446], [3.1136, 3.1502, 4.3757], [-0.0971, 2.4886, -2.1654], [-5.8123, 2.5214, -3.3367], [-5.2049, -3.1791, -0.5431], [3.8494, 4.5729, 5.0575], [7.0810, 0.3634, 3.8512], [2.1980, -0.1807, -1.1246], [-4.5280, 1.9244, -0.2654], [-2.3934, 0.1753, -2.2235], [-0.2360, -3.6708, 1.8328], [-1.2948, -5.8534, -1.4249], [1.0740, -4.2549, -0.0669], [-0.3339, -4.0694, -2.1476], [-3.2414, 0.7965, -1.9602], [-1.4972, -0.6865, -5.0570], [-0.2021, -1.5494, 2.2917], [-3.6653, -4.3378, -1.5219], [1.7615, 5.9095, 1.8107], [-2.5509, -7.4558, -0.7559], [5.6183, -0.4519, 0.1583], [3.0611, 0.1344, -4.5732], [-0.3442, 5.9822, 2.9713], [-4.0901, 1.3095, -2.9366], [0.7270, 1.8263, -1.9169], [-0.3006, -7.6561, -1.5081], [5.3151, -0.9823, 1.3362], [0.9499, -0.4840, -3.6016], [-3.8552, -1.6076, 1.5025], [0.9091, 6.5184, 2.7232], [0.9422, 1.8150, 0.5249], [-4.4739, -0.4810, 3.9656], [-2.3019, 0.4379, 0.5995], [1.2337, 7.4007, 3.2608], [-3.6639, 0.2082, 3.0696], [-2.4439, 4.3838, -0.5893], [6.5841, 1.3331, 2.4816], [0.2534, -4.6422, 0.9779], [-3.4545, 1.1130, -0.6242], [7.6278, 0.2273, 0.0961], [1.1011, -0.0023, -5.9697], [5.9933, -0.7022, 2.4728], [-1.6423, 1.9173, 1.3995], [-4.6238, -6.1467, -0.8744], [0.9456, -1.9904, 0.6501], [-1.8888, 3.9213, -1.3999], [1.5768, 3.0214, 6.6170], [-5.5963, -2.2688, 4.3282], [-3.2611, 1.1718, 3.3554], [0.3693, -0.3715, -4.8551], [-6.2113, 3.0624, -0.9549], [-4.6625, -2.2934, 2.3951], [6.9515, 0.3528, 2.7704], [2.5990, -4.9780, -1.2693], [-0.1503, -6.6760, -1.3290], [-0.2510, 2.6796, 0.5251], [4.0112, -2.0765, 1.4502], [0.0027, -5.6849, 1.1215], [1.3604, 4.7658, 1.1406], [1.9155, 0.8887, 3.2175], [-2.4763, 2.6130, 1.5257], [2.7533, 6.3080, 1.6431], [-1.5403, 3.5755, -3.7504], [2.3118, -0.2336, -3.4628], [-3.3557, -0.3486, 1.8336], [1.6347, -5.1423, -1.0217], [1.3303, -0.1141, 2.5998], [-1.2144, 1.6492, 2.3727], [6.6050, 0.6076, -1.2858], [-5.3790, 2.4295, -1.2370], [2.9784, -0.3628, -2.0962], [2.0456, 4.2527, 0.4750], [6.6246, 0.5300, -0.2005], [2.4575, 0.2588, -5.8165], [4.1898, -0.6204, -2.0716], [2.1219, 2.4826, 5.0541], [-2.5179, -6.4211, -1.0798], [-1.8282, 3.7692, -4.7772], [-2.3814, -2.7500, -2.1787], [-4.9733, -1.7280, 3.6266], [-2.2570, 4.1652, -2.7129], [-0.9988, 6.4415, 3.7007], [-3.9084, 1.0755, -3.9791], [-4.7108, 2.1582, 0.7794], [-0.8148, 3.0769, -1.1311], [3.2751, 1.1331, 1.3262], [-5.0402, -3.2746, 2.1362], [-0.4641, 2.7442, -3.4843], [1.1993, -6.3751, -1.4384], [-1.3368, -0.4965, -0.0342], [1.9821, -0.2508, 0.8432], [4.1201, 0.3124, -4.4412], [0.6182, 0.0870, -6.9333], [3.0417, 0.5587, -6.6780], [-2.4363, -3.7867, -1.8682], [1.3999, -2.9147, -0.1851]], "lowdin_charge": [-0.0788, -0.0095, -0.6084, -0.0907, 0.6554, -0.0496, 0.1071, 0.0928, 0.0704, 0.1036, 0.0698, 0.0762, 0.1128, 0.0485, 0.0514, 0.1031, -0.0534, -0.2504, -0.4056, 0.6385, 0.1135, 0.0919, 0.0949, 0.0915, -0.5943, 0.0766, -0.1079, -0.7235, -0.0402, 0.1012, 0.0563, 0.6054, 0.0843, -0.0630, -0.0875, 0.0722, -0.0213, -0.2522, -0.2348, 0.1138, -0.0802, 0.7449, 0.1014, -0.2817, -0.0786, 0.1093, -0.0221, -0.0181, -0.0828, -0.0863, 0.0998, 0.1423, -0.8121, -0.0757, -0.0679, -0.0812, -0.2754, -0.0773, 0.7194, 0.1024, -0.0739, 0.1113, 0.0504, -0.0072, -0.2735, 0.0717, -0.1496, -0.0360, -0.2891, 0.1088, 0.0064, -0.0810, 0.5997, 0.1009, 0.0982, -0.6799, 0.0998, -0.0756, -0.0823, 0.1580, 0.1312, 0.7371, 0.6762, 0.1189, -0.0666, -0.3779, 0.0605, 0.1008, -0.0825, -0.1090, -0.2613, 0.1484, -0.1965, 0.0804, 0.0828, -0.0849, -0.5678, 0.1116, -0.0659, -0.0769, 0.0111, -0.7265, -0.0320, 0.1035, 0.1021, -0.0853, -0.0901, 0.0999, 0.0815, 0.1057, -0.2666, -0.1525, 0.1016, -0.0627, -0.5330, -0.2957, 0.5009, 0.1149, 0.0931, 0.1006, -0.0235, -0.1029]}

***

[3]
{"formula": "C54H47N5OP3Pd", "method": "the ωB97M-V functional and the def2-TZVPD basis", "multiplicity": 1, "e_tot_ev": -97602.8567, "charge": 1, "symbols": ["C", "C", "H", "P", "C", "C", "H", "H", "C", "C", "H", "H", "C", "C", "H", "H", "C", "H", "C", "P", "H", "C", "H", "C", "H", "H", "H", "C", "N", "H", "C", "H", "H", "C", "C", "H", "H", "C", "H", "H", "C", "P", "H", "H", "C", "C", "C", "H", "H", "H", "H", "C", "H", "C", "C", "C", "H", "C", "H", "H", "N", "C", "C", "C", "C", "C", "N", "N", "C", "C", "H", "C", "H", "H", "O", "H", "H", "C", "H", "H", "N", "C", "C", "C", "C", "H", "C", "H", "C", "H", "C", "C", "C", "C", "C", "H", "C", "C", "H", "H", "C", "C", "C", "H", "H", "C", "C", "H", "Pd", "H", "C"], "positions_angstrom": [[-2.7719, -1.5919, -4.7207], [3.3052, -0.5903, 1.2670], [-1.7401, -2.4823, 3.0282], [-1.6551, -0.0574, -0.5395], [-1.0764, -1.1411, -3.0726], [3.1319, 2.9299, -2.1834], [-0.2522, 1.5138, 2.2420], [6.3257, -0.7488, 2.7622], [-0.4489, -5.5936, 2.6896], [2.7522, 3.4857, 2.5243], [0.1930, -1.8344, 4.8772], [-0.8895, 2.5055, -4.2579], [2.2959, -4.1135, -1.0660], [3.1194, -1.5752, 3.4425], [1.5537, -6.0441, 2.0503], [-0.3516, 3.7670, -2.1590], [-1.4379, -1.5511, -4.3499], [4.3620, 2.0960, -5.2255], [-1.3701, -4.5906, 2.9620], [0.6935, -1.2061, 2.0368], [2.0870, 6.4819, 1.0957], [-0.8245, 1.3178, 5.5697], [-0.0364, -1.1535, -2.7819], [-3.4021, -0.8323, -2.5328], [2.5218, -2.0272, 4.2244], [-2.7729, 0.7795, 2.0175], [-0.9901, 3.7510, -0.5074], [-2.4426, 1.5936, -0.7342], [-1.7597, 2.2761, -1.8099], [-5.1871, -2.5550, 3.1409], [-4.0791, -2.7817, 1.3193], [2.7582, -1.0450, -0.6250], [3.1973, 5.5081, 3.0817], [1.1923, -3.9362, 2.1179], [-0.4833, -0.0134, 5.7738], [-4.3350, -0.2693, 3.5768], [-0.6677, -1.8470, -5.0504], [-0.0516, -0.7923, 4.7119], [-4.3337, 3.1761, -1.7970], [3.3790, 3.5383, -1.3232], [2.5060, -1.1397, 2.2679], [0.7974, 2.1333, -0.8085], [4.9442, -1.7807, 4.5378], [-3.4802, 1.3971, -0.9942], [2.1056, 5.4094, 1.2370], [5.2580, -0.8567, 2.6255], [-2.7251, -0.8997, 0.6589], [-2.3669, -4.8452, 3.3000], [-0.9454, -3.5029, -1.1611], [-4.8015, -1.2768, -4.0864], [3.2520, 0.5067, -0.4500], [2.7321, 4.8609, 2.3498], [-1.0068, 2.9057, 4.1362], [2.1498, 2.6594, 1.5878], [-3.1361, -0.2168, 1.8057], [1.0847, -3.3782, -1.1234], [-4.4655, 4.1418, -5.9592], [1.5081, 4.5836, 0.2992], [2.1948, -3.6922, 1.7910], [-4.1844, -0.5727, -1.8281], [-0.0974, -4.0376, -1.1337], [4.4826, -1.4353, 3.6224], [-3.9221, 3.7631, -5.1039], [3.6847, 2.1249, -4.3822], [-2.0564, -0.7758, -2.1563], [-0.7428, 1.8683, 4.3000], [2.7059, -0.2249, -0.0014], [4.3872, -2.6496, -0.8627], [-2.6023, 3.3543, -5.2399], [-3.7573, -1.2378, -3.8064], [-0.1364, -5.0410, -1.0687], [-4.5388, 3.6827, -3.8658], [4.9099, 3.4704, -3.2498], [-1.1555, 1.9235, 6.4033], [1.0950, -2.1140, -1.1811], [-3.0485, -1.9068, -5.7185], [-0.5533, -0.4458, 6.7634], [3.9940, 2.8946, -3.2723], [3.2275, 3.0496, 3.3933], [1.0451, 5.0329, -0.5721], [2.1251, -6.6556, -0.8035], [4.6733, -0.4426, 1.4409], [0.8346, -5.2673, 2.2730], [0.0370, -0.2460, 3.4314], [1.6576, 1.3955, -3.3200], [-2.9152, -2.7204, -0.4733], [-3.2024, -2.1868, 0.4250], [2.1478, 1.5917, 1.7584], [-1.0172, -3.2594, 2.8073], [-2.1148, 3.4058, -6.2049], [2.5121, 1.3797, -4.4090], [-3.8438, 3.2053, -2.7624], [3.4814, -3.3625, -0.9692], [0.2673, -2.9262, 2.3832], [-4.4927, -2.0937, 2.4506], [-4.4420, -3.7830, 1.1274], [-0.3196, 1.0848, 3.2358], [1.5303, 3.1964, 0.4641], [0.7554, 0.7942, -3.3303], [-0.7285, -6.6325, 2.8078], [-2.5263, 2.7842, -2.9025], [2.2647, -5.5163, -0.9409], [1.9591, 2.1779, -2.2026], [-2.4414, 2.1598, 0.2054], [2.2737, 0.7719, -5.2720], [-4.0159, -0.8121, 2.6965], [-0.6776, 3.1145, -1.3503], [-5.5650, 4.0062, -3.7490], [0.5627, -0.0540, -0.1336], [5.2792, -0.0459, 0.6360], [-1.9093, 2.8579, -4.1484]], "lowdin_charge": [-0.0567, -0.3248, 0.0894, 0.9732, -0.1050, -0.0780, 0.0635, 0.1148, -0.0599, -0.0519, 0.1073, 0.1040, -0.2202, -0.0676, 0.1067, 0.1077, -0.0530, 0.1132, -0.0694, 1.0759, 0.1132, -0.0665, 0.0652, -0.0932, 0.1099, 0.0899, 0.1026, -0.3016, -0.2019, 0.1138, -0.0703, 0.0606, 0.1129, -0.0865, -0.0582, 0.1142, 0.1142, -0.0819, 0.1105, 0.1015, -0.2967, 1.0023, 0.1127, 0.0879, -0.0596, -0.0467, -0.3534, 0.1071, 0.0791, 0.1127, 0.0947, -0.0571, 0.1100, -0.1044, -0.0984, -0.5192, 0.1072, -0.0973, 0.1052, 0.1130, 0.2068, -0.0553, -0.0814, -0.0599, -0.3494, -0.0701, 0.0055, 0.1564, -0.0682, -0.0563, 0.1029, -0.0719, 0.1124, 0.1101, -0.1614, 0.1124, 0.1119, -0.0612, 0.1161, 0.1112, 0.1412, -0.0300, -0.0597, -0.3486, -0.1016, 0.0997, -0.0918, 0.0649, -0.1054, 0.1091, -0.0567, -0.0244, -0.2135, -0.3536, -0.0666, 0.1166, -0.1345, -0.3681, 0.0760, 0.1110, -0.2437, -0.2479, -0.3651, 0.1002, 0.1132, -0.0625, -0.2802, 0.1088, 0.4864, 0.1211, -0.0216]}